89
Properties=species:S:1:pos:R:3:forces:R:3:lowdin_spin:R:1 method="wB97M-V/def2-TZVPD" e_tot_ha=-2695.14214 orbital_gap_ev="4.1 / 6.0" total_charge=-1 multiplicity=6
P 0.0549 -0.6387 -1.2996 0.2 0.4 -2.0 0.02
C 1.6188 -0.0785 -2.3248 -0.6 -0.5 0.5 0.00
C 1.8641 -0.5955 -3.7511 -0.1 0.2 -0.1 0.00
C 3.2309 -0.1339 -4.2881 0.0 0.0 0.2 0.00
C 3.4645 1.3805 -4.1547 -0.1 0.0 0.0 0.00
C 3.1117 1.9166 -2.7611 -0.2 -0.2 0.1 0.00
C 1.7206 1.4500 -2.3034 0.2 0.0 0.0 0.00
C -1.3909 0.1789 -2.2770 0.5 -0.2 0.5 0.00
C -1.3041 0.2982 -3.8050 -0.2 0.1 0.0 0.00
C -2.6319 0.8307 -4.3686 0.0 -0.1 0.1 0.00
C -3.0471 2.1653 -3.7335 0.1 0.0 0.0 0.00
C -3.0145 2.1321 -2.1993 0.1 -0.2 0.1 0.00
C -1.7143 1.5323 -1.6347 -0.2 0.1 -0.1 0.00
C -0.1578 -2.3369 -2.0844 0.1 0.4 -0.1 0.00
C 1.0187 -3.2541 -1.7220 -0.2 -0.2 -0.3 0.00
C 0.9443 -4.5459 -2.5533 0.0 0.0 0.2 0.00
C -0.3958 -5.2778 -2.3875 0.0 0.1 -0.1 0.00
C -1.5993 -4.3478 -2.5873 0.0 0.1 0.1 0.00
C -1.4858 -3.0441 -1.7821 0.1 -0.3 0.1 0.00
H 2.4035 -0.4912 -1.6631 0.0 0.3 -0.2 0.00
H 1.0742 -0.2177 -4.4166 0.3 -0.1 0.1 0.00
H 1.8221 -1.6931 -3.8074 0.0 0.3 0.0 0.00
H 3.3217 -0.4313 -5.3430 0.1 0.0 0.2 0.00
H 4.0153 -0.6678 -3.7290 -0.1 0.1 -0.1 0.00
H 4.5161 1.6055 -4.3717 -0.1 0.0 -0.1 0.00
H 2.8611 1.9105 -4.9075 0.0 -0.1 0.1 0.00
H 3.8497 1.5585 -2.0279 -0.1 0.1 -0.1 0.00
H 3.1422 3.0144 -2.7547 0.1 -0.2 0.0 0.00
H 1.5215 1.8282 -1.2920 0.0 -0.1 -0.2 0.00
H 0.9624 1.8822 -2.9751 0.2 -0.1 0.1 0.00
H -2.2275 -0.5011 -2.0443 0.1 0.3 0.0 0.00
H -3.4117 0.0795 -4.1721 0.1 0.1 0.0 0.00
H -1.0826 -0.6682 -4.2872 0.0 0.3 0.2 0.00
H -0.4985 0.9954 -4.0829 -0.2 -0.2 0.1 0.00
H -2.5526 0.9369 -5.4599 -0.1 0.0 0.1 0.00
H -4.0586 2.4268 -4.0701 0.1 0.1 0.0 0.00
H -2.3712 2.9568 -4.0881 -0.1 -0.1 0.0 0.00
H -3.1476 3.1443 -1.7956 -0.1 -0.1 -0.1 0.00
H -3.8581 1.5282 -1.8354 0.1 0.0 0.0 0.00
H -1.8096 1.3982 -0.5463 0.0 0.1 -0.3 0.00
H -0.8871 2.2414 -1.7976 -0.2 -0.2 0.0 0.00
H -0.1423 -2.1195 -3.1659 0.1 -0.4 0.2 0.00
H 1.9920 -2.7688 -1.8976 -0.3 -0.1 0.1 0.00
H 0.9592 -3.4936 -0.6473 0.0 0.1 -0.2 0.00
H 1.0912 -4.2997 -3.6178 0.0 0.0 0.2 0.00
H 1.7670 -5.2120 -2.2652 -0.1 0.0 -0.1 0.00
H -0.4472 -5.7446 -1.3936 0.0 0.2 -0.1 0.00
H -0.4516 -6.0945 -3.1174 0.0 0.0 0.1 0.00
H -2.5194 -4.8687 -2.2941 0.1 0.0 -0.1 0.00
H -1.7003 -4.1031 -3.6563 0.1 0.0 0.1 0.00
H -2.3531 -2.4109 -2.0220 0.3 -0.2 0.2 0.00
H -1.5288 -3.2610 -0.7047 -0.1 0.1 -0.3 0.00
Ru -0.0261 -0.0886 2.0463 1.5 -1.2 -3.9 3.16
Cl -1.8469 -1.1503 0.9192 -1.6 -0.9 -0.3 0.16
Cl 2.0804 0.3578 1.0629 1.3 0.3 -0.4 0.22
C -0.8437 1.4565 2.6986 -2.0 5.0 1.2 0.53
H -1.4228 1.3379 3.6407 0.1 0.0 -0.2 0.06
C -0.8189 2.8636 2.3102 -0.2 -1.7 0.9 0.11
C -1.4546 3.8556 3.1133 0.2 0.3 -0.4 0.10
C -1.4734 5.1705 2.6810 0.2 -0.1 -0.2 0.00
C -0.8881 5.5258 1.4496 -0.1 0.2 0.1 0.12
C -0.2423 4.5573 0.6735 0.2 -0.3 0.1 0.00
C -0.1636 3.2415 1.1178 0.0 0.7 -0.2 0.10
H -1.8997 3.5584 4.0677 0.1 0.1 -0.3 0.00
H -1.9370 5.9404 3.2948 0.0 -0.1 -0.1 0.00
H 0.2235 4.8252 -0.2806 -0.1 0.0 0.3 0.00
H 0.4299 2.4855 0.5944 -0.4 0.3 0.0 0.01
H -0.9166 6.5622 1.1122 0.0 -0.2 0.1 0.01
C 2.2956 0.9063 6.0159 -0.2 -0.1 -0.3 0.00
N 1.3906 -0.2443 6.0924 0.5 0.4 1.2 0.01
C 1.2415 -0.8114 7.4218 0.0 0.0 0.1 0.00
C 0.7228 -0.6509 4.9857 1.5 1.4 -2.9 0.03
N 1.0808 -0.2048 3.7690 0.9 -1.1 4.4 0.12
N -0.3203 -1.4972 4.9986 -0.5 -0.7 0.0 0.02
C -0.9889 -2.0218 6.1659 0.0 0.0 0.2 0.00
C -0.9692 -1.6595 3.7050 -0.5 -0.3 0.6 0.10
H 3.2892 0.6342 5.6271 -0.2 0.0 0.0 0.00
H 2.4270 1.3030 7.0254 -0.1 0.0 -0.2 0.00
H 1.8608 1.6940 5.3866 0.1 -0.2 0.1 0.00
H 0.2962 -0.4986 7.8880 0.3 -0.2 0.1 0.00
H 1.3131 -1.9054 7.4120 0.1 0.3 0.1 0.00
H 2.0593 -0.4315 8.0401 -0.1 -0.2 -0.1 0.00
H 1.8848 0.4121 3.7575 -0.1 -0.2 0.0 0.01
H -1.3954 -1.2275 6.8115 0.0 -0.3 -0.1 0.00
H -1.8159 -2.6427 5.8198 0.1 0.1 0.1 0.00
H -0.3029 -2.6500 6.7443 -0.5 0.0 0.0 0.00
H -1.5557 -0.7529 3.4508 -0.1 -0.6 0.3 0.02
H -0.1894 -1.8439 2.9213 -0.6 -0.9 0.7 0.04
H -1.6624 -2.4976 3.7265 0.1 -0.1 -0.1 0.01

103
Properties=species:S:1:pos:R:3:forces:R:3:mulliken_charge:R:1 method="wB97M-V/def2-TZVPD" e_tot_ha=-3346.14452 orbital_gap_ev=7.4 total_charge=-1
Tl -0.2187 0.8005 0.0086 0.3 0.0 0.1 1.14
C 1.3529 7.1149 -0.5972 0.1 0.0 -0.1 -1.17
N 1.4851 5.7265 -0.2269 -0.3 0.1 0.3 0.47
C 2.1175 5.4583 1.0498 0.2 -0.1 0.0 -0.95
C 0.6494 4.7390 -0.7645 0.7 -0.1 -0.4 0.54
N 1.1020 3.6013 -1.1508 -0.5 -0.1 0.5 -0.24
C 2.5352 3.4170 -1.1830 0.0 -0.1 -0.1 -0.26
C 2.8880 2.2416 -2.0838 -0.1 0.0 0.1 -1.57
N 2.6146 0.9200 -1.5157 -0.3 -0.1 0.2 1.12
C 3.5185 0.5971 -0.3983 0.0 -0.2 0.1 -1.78
C 2.9647 0.5998 1.0397 -0.2 0.2 -0.3 -0.17
N 1.8729 -0.3163 1.2984 0.0 -0.1 -0.5 0.50
C 2.0099 -1.2413 2.1855 0.0 -0.1 0.2 -0.67
N 0.9305 -1.7845 2.8118 0.0 0.1 0.0 0.69
C -0.2989 -1.0386 2.9969 0.0 0.2 0.0 0.58
C 0.8663 -3.1774 3.1971 0.0 0.0 0.0 -1.24
N 3.2372 -1.7348 2.6245 -0.1 0.0 0.0 0.81
C 4.2822 -2.1311 1.7191 0.0 0.0 0.0 -0.92
C 3.5016 -1.9489 4.0265 0.0 0.0 0.0 -1.27
C 2.6918 -0.1077 -2.5644 0.0 0.0 0.2 -1.50
C 1.9413 -1.4067 -2.2399 0.0 0.3 -0.2 0.28
N 0.6005 -1.2853 -2.7670 -0.6 0.0 0.2 -0.43
C -0.0041 -2.3163 -3.2415 0.8 0.2 -0.1 0.45
N -1.0849 -2.1489 -4.0770 -0.3 0.0 0.1 0.05
C -1.5120 -0.7846 -4.3267 0.2 -0.1 0.0 -0.94
C -2.1615 -3.1302 -4.1099 0.1 0.0 0.0 -1.21
N 0.4839 -3.6135 -3.0768 -0.3 -0.2 0.1 0.40
C 0.6119 -4.1295 -1.7274 0.1 0.1 0.0 -0.84
C 0.4015 -4.6168 -4.1095 0.1 0.0 0.0 -1.18
N -0.6519 5.1138 -0.9973 -0.4 0.1 0.1 -0.02
C -1.5069 4.2048 -1.7342 0.1 0.1 -0.1 -0.96
C -1.3806 5.8364 0.0405 0.2 0.0 -0.1 -1.06
H 2.3267 7.5066 -0.9130 0.0 0.0 0.0 0.31
H 0.9966 7.7409 0.2306 0.0 0.0 0.0 0.34
H 0.6583 7.2064 -1.4289 0.0 0.0 0.0 0.40
H 1.7948 6.1931 1.7965 0.0 0.0 0.0 0.38
H 3.2109 5.5005 0.9799 0.0 0.0 0.0 0.25
H 1.8214 4.4714 1.4051 0.1 0.0 0.0 0.09
H 2.9509 3.2474 -0.1849 0.0 0.0 0.0 0.09
H 3.0168 4.3188 -1.5859 0.1 0.0 0.1 0.51
H 3.9540 2.3179 -2.3645 0.0 0.0 0.0 0.37
H 2.2860 2.3465 -2.9883 0.1 0.0 0.0 0.32
H 4.3572 1.3065 -0.4153 0.1 -0.1 0.0 0.37
H 3.9344 -0.3950 -0.5943 0.1 0.1 0.0 0.43
H 2.5601 1.5904 1.2690 0.2 0.1 0.1 -0.32
H 3.8129 0.4094 1.7094 0.0 0.2 0.0 0.46
H -0.6092 -1.1125 4.0441 0.0 0.0 0.0 0.40
H -1.1030 -1.4220 2.3707 0.0 -0.1 0.0 -0.62
H -0.1180 0.0049 2.7557 0.0 0.0 0.1 -0.71
H 1.7067 -3.7287 2.7786 0.0 0.0 0.0 0.34
H -0.0624 -3.6084 2.8143 0.0 0.0 0.0 0.35
H 0.8713 -3.2942 4.2869 0.0 0.0 0.0 0.30
H 3.9578 -1.9730 0.6929 0.0 0.0 0.0 0.14
H 4.5108 -3.1975 1.8490 0.0 0.0 0.0 0.36
H 5.2070 -1.5676 1.8947 0.0 0.0 -0.1 0.25
H 2.6671 -1.5797 4.6170 0.0 0.0 0.0 0.33
H 4.3995 -1.3944 4.3228 0.0 0.0 0.0 0.36
H 3.6681 -3.0085 4.2589 0.0 0.0 0.0 0.32
H 3.7489 -0.3268 -2.7928 0.0 0.0 0.0 0.31
H 2.2280 0.2891 -3.4674 0.1 0.0 0.0 0.44
H 1.9242 -1.5485 -1.1541 0.1 -0.1 0.1 -0.25
H 2.4690 -2.2564 -2.6963 0.0 0.0 0.1 0.48
H -0.6450 -0.1787 -4.5814 -0.1 0.0 0.0 0.31
H -1.9805 -0.3519 -3.4367 0.0 0.1 0.0 0.26
H -2.2208 -0.7881 -5.1552 0.0 0.0 0.0 0.38
H -1.9797 -3.9329 -3.4018 0.0 0.0 0.0 0.40
H -2.2672 -3.5546 -5.1153 -0.1 0.0 0.1 0.27
H -3.1039 -2.6618 -3.8272 -0.1 0.0 0.0 0.44
H 0.4801 -3.3176 -1.0162 0.0 -0.1 0.1 0.10
H 1.5950 -4.5921 -1.5793 0.0 0.0 0.0 0.21
H -0.1614 -4.8784 -1.5201 0.0 0.0 0.0 0.39
H 0.2119 -4.1457 -5.0716 0.0 0.0 0.0 0.40
H -0.3746 -5.3694 -3.9211 0.0 0.0 0.0 0.35
H 1.3596 -5.1461 -4.1676 0.0 0.0 0.0 0.32
H -0.9275 3.7138 -2.5123 0.0 0.0 0.0 0.36
H -2.3160 4.7824 -2.1871 0.0 0.0 0.0 0.31
H -1.9462 3.4470 -1.0771 0.0 -0.1 0.0 0.24
H -2.1102 6.5028 -0.4270 0.0 0.0 0.1 0.31
H -0.7041 6.4292 0.6493 0.0 0.0 0.0 0.33
H -1.8949 5.1393 0.7054 -0.1 0.0 0.1 0.34
F 0.7287 1.6249 5.4097 -0.1 0.0 -0.1 -0.29
C 1.0204 2.5963 4.5176 0.0 0.1 -0.2 0.88
F 2.2811 2.3567 4.0919 0.0 0.0 0.0 -0.25
F 1.0774 3.7519 5.2147 -0.1 -0.1 -0.1 -0.29
C -0.0322 2.6435 3.3242 0.1 0.5 0.8 0.33
O -1.1109 3.1500 3.6168 0.1 -0.1 -0.1 -0.74
O 0.4196 2.1611 2.2684 0.0 -0.1 -0.7 -0.90
O -5.5055 -6.0757 1.2647 0.1 0.1 -0.1 -0.69
S -5.2017 -4.8836 2.0210 -0.3 -0.2 -0.1 1.19
O -5.4075 -4.9749 3.4443 0.1 0.2 0.0 -0.68
N -3.7140 -4.3170 1.6519 -0.3 0.0 0.1 -0.49
C -3.7827 -3.1695 1.0126 0.4 -0.2 0.0 -0.15
S -2.4554 -2.3221 0.4365 0.3 0.2 -0.4 -0.02
C -5.1652 -2.6500 0.7954 -0.5 0.0 0.1 0.52
C -5.5704 -1.4883 0.1580 0.0 0.0 0.1 -0.57
C -6.9308 -1.2209 0.0723 0.0 0.1 0.0 -0.59
C -7.8729 -2.0935 0.6070 0.0 0.0 0.1 -0.39
C -7.4663 -3.2560 1.2518 -0.1 -0.1 0.1 -0.58
C -6.1143 -3.5034 1.3311 0.5 -0.1 0.0 -0.09
H -4.8366 -0.8030 -0.2456 0.1 -0.1 0.0 0.50
H -7.2602 -0.3087 -0.4097 0.0 0.0 0.0 0.38
H -8.9270 -1.8606 0.5265 0.0 0.0 0.0 0.37
H -8.1755 -3.9499 1.6840 -0.1 0.0 0.0 0.40